Entry 1:
Computed, not measured: a cluster of 2 separate species, C6H10 in total in a non-equilibrium geometry, with the ωB97M-V functional and the def2-TZVPD basis.

Calculated values
total energy = -6378.3440 eV
Kohn-Sham gap (spin up / spin down) = 7.9 / 6.7 eV
HOMO (spin up / spin down) = -7.483 / -7.070 eV

Geometry as XYZ:
```
16
C6H10 (the ωB97M-V functional and the def2-TZVPD basis)
C 1.611 0.045 -0.108
C 0.302 0.588 0.373
C -0.359 1.578 -0.535
C -1.214 -1.126 1.390
C -1.099 -1.327 0.020
C -0.857 -1.335 -1.193
H 2.324 0.885 -0.007
H 1.599 -0.260 -1.162
H 1.979 -0.774 0.509
H 0.198 0.748 1.419
H -1.370 1.833 -0.219
H 0.255 2.495 -0.452
H -0.366 1.273 -1.589
H -0.721 -1.819 2.086
H -2.131 -0.689 1.805
H -1.154 -1.908 -2.033
```

Entry 2:
Computed, not measured: an isolated molecule of C6H10, with the ωB97M-V functional and the def2-TZVPD basis.

Calculated values
total energy = -6382.4672 eV
structure (SMILES) = C#CCC(C)C
Kohn-Sham gap = 11.0 eV
HOMO = -9.909 eV

Geometry as XYZ:
```
16
C6H10 (the ωB97M-V functional and the def2-TZVPD basis)
C 2.740 0.656 -0.156
C 1.638 0.703 0.328
C 0.291 0.852 0.892
C -0.819 0.062 0.161
C -0.707 0.189 -1.358
C -0.847 -1.405 0.586
H 3.718 0.636 -0.586
H 0.046 1.922 0.868
H 0.307 0.562 1.950
H -1.766 0.520 0.478
H -1.556 -0.298 -1.849
H 0.213 -0.288 -1.715
H -0.682 1.238 -1.676
H -0.979 -1.505 1.670
H -1.678 -1.929 0.099
H 0.083 -1.915 0.307
```

Entry 3:
Computed, not measured: an isolated molecule of C6H10 in a non-equilibrium geometry, with the ωB97M-V functional and the def2-TZVPD basis.

Calculated values
total energy = -6380.6251 eV
structure (SMILES) = C=C/C(C)=C/C
Kohn-Sham gap = 8.3 eV
HOMO = -7.967 eV

Geometry as XYZ:
```
16
C6H10 (the ωB97M-V functional and the def2-TZVPD basis)
C -2.307 0.526 -0.801
C -1.594 -0.219 0.061
C -0.116 -0.171 0.203
C 0.487 -0.608 1.531
C 0.761 0.123 -0.791
C 2.211 0.347 -0.466
H -2.036 1.649 -0.846
H -3.048 0.125 -1.514
H -1.917 -0.861 0.844
H 1.122 0.162 1.998
H 1.295 -1.314 1.402
H -0.306 -0.861 2.228
H 0.408 -0.164 -1.708
H 2.164 0.750 0.513
H 2.794 1.006 -1.078
H 2.867 -0.483 -0.258
```

Entry 4:
Computed, not measured: an isolated molecule of C6H10, with the ωB97M-V functional and the def2-TZVPD basis.

Calculated values
total energy = -6382.1271 eV
structure (SMILES) = C[C@@]12CC[C@@H]1C2
Kohn-Sham gap = 10.4 eV
HOMO = -9.250 eV

Geometry as XYZ:
```
16
C6H10 (the ωB97M-V functional and the def2-TZVPD basis)
C 0.515 1.506 -0.954
C -0.147 0.391 -0.197
C -0.334 -1.041 -0.733
C 0.505 -1.570 0.439
C 0.270 -0.214 1.141
C -1.083 0.543 0.931
H 0.415 2.462 -0.427
H 0.086 1.625 -1.954
H 1.585 1.293 -1.060
H -1.372 -1.369 -0.626
H 0.022 -1.230 -1.744
H 1.548 -1.653 0.086
H 0.261 -2.530 0.914
H 0.902 0.125 1.955
H -1.123 1.573 1.308
H -2.074 0.085 0.927
```

Entry 5:
Computed, not measured: an isolated molecule of C6H10 in a non-equilibrium geometry, with the ωB97M-V functional and the def2-TZVPD basis.

Calculated values
total energy = -6380.8562 eV
Kohn-Sham gap = 9.1 eV
HOMO = -7.926 eV

Geometry as XYZ:
```
16
C6H10 (the ωB97M-V functional and the def2-TZVPD basis)
C -1.055 -0.689 -1.655
C -0.409 -0.547 -0.277
C -0.809 0.978 1.036
C 0.521 1.016 1.640
C 1.472 0.315 1.019
C 1.078 -0.398 -0.244
H -0.585 -1.515 -2.221
H -0.918 0.222 -2.244
H -2.127 -0.926 -1.619
H -0.712 -1.419 0.349
H -1.251 1.982 0.862
H -1.451 0.142 0.977
H 0.771 1.718 2.444
H 2.499 0.308 1.356
H 1.407 0.189 -1.111
H 1.566 -1.376 -0.310
```

Entry 6:
Computed, not measured: an isolated molecule of C6H10 in a non-equilibrium geometry, with the ωB97M-V functional and the def2-TZVPD basis.

Calculated values
total energy = -6378.3516 eV
Kohn-Sham gap = 4.8 eV
HOMO = -5.849 eV

Geometry as XYZ:
```
16
C6H10 (the ωB97M-V functional and the def2-TZVPD basis)
C 0.799 1.388 -1.091
C 0.166 0.162 -0.857
C -0.443 -0.603 -1.859
C -0.139 -1.675 0.821
C -0.222 -0.212 0.500
C -0.070 0.802 1.555
H 0.965 1.137 1.374
H 0.959 1.591 -2.147
H 0.624 2.283 -0.507
H -0.337 -0.216 -2.867
H -1.279 -1.259 -1.670
H -0.654 -1.849 1.766
H 0.902 -1.262 0.885
H -0.110 0.391 2.566
H -0.454 -2.355 0.039
H -0.708 1.679 1.492
```

Entry 7:
Computed, not measured: an isolated molecule of C6H10, with the ωB97M-V functional and the def2-TZVPD basis.

Calculated values
total energy = -6380.3710 eV
Kohn-Sham gap = 10.1 eV
HOMO = -9.593 eV

Geometry as XYZ:
```
16
C6H10 (the ωB97M-V functional and the def2-TZVPD basis)
C -0.759 -1.183 -1.472
C -1.055 -0.879 -0.004
C -1.955 1.083 0.028
C -0.823 0.621 0.444
C 0.424 1.044 1.177
C 1.708 0.836 0.370
H -1.592 -0.872 -2.111
H 0.134 -0.652 -1.813
H -0.600 -2.259 -1.616
H -2.052 -1.248 0.261
H -0.364 -1.408 0.657
H 0.484 0.472 2.114
H 0.339 2.097 1.468
H 1.696 1.448 -0.537
H 2.587 1.114 0.961
H 1.826 -0.212 0.072
```

Entry 8:
Computed, not measured: an isolated molecule of C6H10, with the ωB97M-V functional and the def2-TZVPD basis.

Calculated values
total energy = -6382.0262 eV
structure (SMILES) = C1CC2(C1)CC2
Kohn-Sham gap = 11.0 eV
HOMO = -9.809 eV

Geometry as XYZ:
```
16
C6H10 (the ωB97M-V functional and the def2-TZVPD basis)
C 1.749 -0.107 0.303
C 0.736 -1.196 -0.102
C -0.315 -0.062 -0.148
C 0.846 0.908 -0.442
C -1.428 0.473 0.813
C -1.749 -0.113 -0.521
H 2.797 -0.202 0.000
H 1.682 0.047 1.382
H 0.990 -1.546 -1.121
H 0.578 -2.083 0.517
H 1.145 0.974 -1.498
H 0.737 1.918 -0.040
H -1.982 0.045 1.652
H -1.429 1.564 0.874
H -2.228 0.508 -1.264
H -2.130 -1.127 -0.404
```

Entry 9:
Computed, not measured: a structure of composition C6H10AlCl3NO5Si in a non-equilibrium geometry, with the ωB97M-V functional and the def2-TZVPD basis.

Calculated values
total energy = -70165.2695 eV
total charge = -1
Kohn-Sham gap = 9.1 eV
HOMO = -6.107 eV

Geometry as XYZ:
```
27
C6H10AlCl3NO5Si (the ωB97M-V functional and the def2-TZVPD basis)
Al 0.378 -0.876 -0.960
C -1.347 2.840 0.611
C -0.404 1.751 1.213
C -0.122 2.154 2.652
O -1.118 0.540 1.219
C 0.918 1.597 0.359
O 1.707 2.513 0.462
O 1.152 0.560 -0.349
H -2.207 2.801 1.226
H -1.735 2.454 -0.368
H -0.916 3.819 0.648
H -1.031 2.177 3.137
H 0.414 3.088 2.791
H 0.438 1.394 3.194
H -0.547 -0.022 1.731
C 1.597 -2.300 -3.226
O 1.441 -1.816 -1.968
H 2.557 -2.152 -3.566
H 0.881 -1.895 -3.962
H 1.429 -3.358 -3.094
Cl -1.551 -2.911 1.833
Si 0.379 -2.362 0.993
Cl 1.233 -4.215 0.798
Cl 1.526 -1.382 2.490
O -2.265 -2.243 -3.342
C -1.681 -1.475 -2.619
N -1.125 -0.678 -1.903
```

Entry 10:
Computed, not measured: an isolated molecule of C6H10BNO in a non-equilibrium geometry, with the ωB97M-V functional and the def2-TZVPD basis.

Calculated values
total energy = -10599.3670 eV
structure (SMILES) = CB(O)n1cccc1C
Kohn-Sham gap = 8.4 eV
HOMO = -7.943 eV

Geometry as XYZ:
```
19
C6H10BNO (the ωB97M-V functional and the def2-TZVPD basis)
C -2.218 1.311 0.227
B -1.355 0.036 -0.244
O -1.881 -1.175 -0.537
N 0.080 0.164 -0.269
C 0.747 1.421 -0.313
C 2.115 1.309 -0.075
C 2.256 -0.101 0.164
C 1.084 -0.744 0.021
C 0.881 -2.199 0.061
H -1.486 2.040 0.535
H -2.944 0.943 0.981
H -2.870 1.793 -0.491
H -2.858 -0.959 -0.478
H 0.182 2.356 -0.423
H 2.768 2.038 0.181
H 3.226 -0.688 0.466
H 1.507 -2.820 -0.541
H 0.955 -2.447 1.135
H -0.188 -2.279 -0.402
```

Entry 11:
Computed, not measured: the ion C6H10BrN3O2 with charge +2 in a non-equilibrium geometry, with the ωB97M-V functional and the def2-TZVPD basis.

Calculated values
total energy = -84965.6303 eV
structure (SMILES) = CC/[N+](C)=C(/Br)N/C=C1/O[N+]1=O
total charge = +2
Kohn-Sham gap (spin up / spin down) = 7.8 / 7.8 eV
HOMO (spin up / spin down) = -18.719 / -18.719 eV

Geometry as XYZ:
```
22
C6H10BrN3O2 (the ωB97M-V functional and the def2-TZVPD basis)
C 1.139 -0.737 -1.246
C -0.184 -0.629 -0.312
N -0.366 0.689 0.280
C -1.286 1.460 -0.458
C 0.405 1.097 1.244
Br 0.930 2.919 1.394
N 0.834 0.256 2.258
C -0.135 -0.436 2.980
C -1.417 -0.785 2.613
O -2.613 -1.296 3.231
N -2.625 -0.610 2.110
O -3.394 -0.356 1.281
H 1.055 0.085 -2.026
H 2.163 -0.807 -0.807
H 0.931 -1.574 -1.789
H -0.259 -1.447 0.427
H -0.881 -0.774 -1.085
H -1.428 2.440 -0.024
H -0.915 1.545 -1.438
H -2.340 0.991 -0.359
H 1.760 0.497 2.729
H 0.241 -0.913 3.939
```

Entry 12:
Computed, not measured: an isolated molecule of C6H10ClNO3 in a non-equilibrium geometry, with the ωB97M-V functional and the def2-TZVPD basis.

Calculated values
total energy = -26537.5773 eV
structure (SMILES) = COC[C@@]1(O)C(=O)NC[C@H]1Cl
Kohn-Sham gap = 10.1 eV
HOMO = -9.682 eV

Geometry as XYZ:
```
21
C6H10ClNO3 (the ωB97M-V functional and the def2-TZVPD basis)
C 2.919 -0.065 -0.197
O 2.311 0.217 1.033
C 0.945 0.561 1.096
C -0.087 -0.057 0.129
O 0.315 -0.518 -1.141
C -0.953 -1.181 0.732
O -0.850 -1.683 1.819
N -2.005 -1.401 -0.206
C -2.382 -0.054 -0.643
C -1.231 0.932 -0.182
Cl -1.827 1.847 1.217
H 3.990 -0.029 -0.029
H 2.682 -1.060 -0.571
H 2.677 0.647 -0.989
H 0.832 1.646 1.092
H 0.613 0.250 2.084
H 0.773 0.200 -1.577
H -1.785 -2.055 -0.936
H -2.717 0.022 -1.671
H -3.252 0.206 -0.047
H -0.968 1.574 -1.013
```